1.
9
Properties=species:S:1:pos:R:3:forces:R:3 method="wB97M-V/def2-TZVPD" homo_ha="-0.358 / -0.308" lumo_ev="-1.1470 / -2.1506" energy_ev=-25991.4723 relative_energy_ev=6.451
C 0.030552 -0.463793 -0.107377 2.891 -2.576 0.982
C 1.402581 0.150369 0.104140 1.057 -3.305 -2.704
O -3.121027 -0.066490 0.277383 0.346 -0.574 -0.048
P -0.615690 -1.948267 0.118147 -0.240 0.475 0.132
Cl -2.305990 1.227073 -0.062877 -0.823 0.902 0.069
H -0.579938 0.251126 -0.478420 -2.119 2.068 -1.346
H 1.911375 0.273257 -0.940562 -0.835 -0.354 1.644
H 2.055805 -0.544224 0.694509 -0.487 1.266 -0.192
H 1.222335 1.120947 0.395056 0.211 2.098 1.463

***

2.
20
Properties=species:S:1:pos:R:3:forces:R:3 method="wB97M-V/def2-TZVPD" homo_ha=-0.360 lumo_ev=0.7891 energy_ev=-10954.1820 relative_energy_ev=0.590 smiles=CNCCO.O.O
C -0.968442 0.530855 1.946743 -0.073 0.446 -0.377
N -0.313311 0.503796 0.651369 0.483 -0.245 -0.331
C 1.136497 0.687960 0.769025 -0.429 0.641 0.127
C 1.848295 1.035842 -0.505684 -0.645 0.192 -0.749
O 1.945945 0.025115 -1.476998 0.398 -0.617 -0.012
H -2.037053 0.409525 1.735731 0.102 0.402 0.563
H -0.650233 -0.327394 2.509525 0.156 -0.450 0.394
H -0.675748 1.438345 2.517401 -0.610 -0.329 -0.123
H -0.726561 1.200828 0.050415 0.080 0.261 -0.140
H 1.537250 -0.213561 1.183142 0.404 -0.589 0.415
H 1.352597 1.529946 1.448367 -0.014 -0.183 0.164
H 2.863363 1.359537 -0.266822 -0.052 -0.115 -0.082
H 1.317297 1.884977 -0.953132 0.110 0.311 0.057
H 1.096734 -0.374902 -1.710212 -0.143 0.305 0.147
H -1.018785 -1.066459 0.138969 0.004 -0.564 -0.283
H -1.183690 -2.634619 0.285102 0.138 -0.214 0.171
O -1.472308 -1.881639 -0.224016 -0.154 0.705 0.230
H -1.630463 -1.246627 -1.980926 -0.020 -0.322 0.507
H -1.232846 -1.837063 -3.316166 0.061 0.104 0.002
O -1.188530 -1.024464 -2.801826 0.204 0.262 -0.677

***

3.
101
Properties=species:S:1:pos:R:3:forces:R:3 method="wB97M-V/def2-TZVPD" multiplicity=3 homo_ha="-0.240 / -0.309" lumo_ev="-0.5793 / -1.1828" energy_ev=-123967.7279 relative_energy_ev=1.677
W -0.651149 -0.266147 0.303391 -2.145 -2.903 0.843
C -5.309174 2.068200 2.342231 0.044 0.008 -0.077
O -4.008845 1.547754 2.128463 -0.213 -0.122 0.057
C -2.956125 2.361539 2.307042 0.056 0.083 0.111
C -3.026424 3.713761 2.591177 0.102 0.043 0.018
C -1.858334 4.468747 2.745728 -0.065 0.021 0.009
C -0.628249 3.878559 2.596733 0.135 0.046 -0.029
C -0.548627 2.515684 2.279660 -0.016 0.102 0.029
C 0.723200 1.881550 2.058992 -0.136 0.391 0.288
N 0.841932 0.745295 1.475068 0.655 -0.027 -0.622
N 2.140514 0.255718 1.407291 0.097 0.183 0.210
C 2.182991 -0.737432 0.589721 0.046 0.210 -0.101
O 1.099159 -1.159405 -0.013718 1.141 -0.092 -0.525
C 3.477185 -1.391697 0.304269 -0.031 0.014 -0.061
C 4.661715 -0.785096 0.716839 0.003 0.036 0.048
C 5.879846 -1.373986 0.425943 0.012 0.010 0.021
C 5.927436 -2.573178 -0.274032 -0.022 -0.010 -0.021
C 4.750734 -3.173919 -0.696097 -0.007 0.003 0.021
C 3.529968 -2.581577 -0.409584 0.005 -0.029 -0.008
C -1.703276 1.744246 2.169367 0.413 0.026 0.073
O -1.597495 0.426115 1.945005 -0.317 0.364 -0.352
H -5.988512 1.232327 2.208233 -0.009 -0.028 -0.004
H -5.548401 2.847042 1.614281 0.015 0.007 -0.007
H -5.406518 2.464624 3.355338 0.002 0.004 0.015
H -3.988008 4.198396 2.683996 0.005 -0.015 0.005
H -1.932955 5.524064 2.971958 -0.013 -0.021 -0.009
H 0.283917 4.456606 2.690719 -0.038 -0.013 0.015
H 1.643940 2.370303 2.363437 -0.031 -0.029 0.138
H 4.609032 0.152414 1.253179 0.024 -0.016 -0.019
H 6.797871 -0.891659 0.736403 -0.018 -0.013 0.017
H 6.880977 -3.035511 -0.496149 -0.011 0.024 -0.012
H 4.781641 -4.099797 -1.255084 -0.003 -0.003 0.008
H 2.613774 -3.039385 -0.746274 0.006 -0.011 -0.044
C -2.483218 -3.439279 -4.154542 -0.081 -0.113 0.065
N -1.603575 -2.982007 -3.089024 0.157 -0.015 -0.116
C -1.766820 -1.921433 -2.319509 -0.198 -0.080 -0.301
N -0.866889 -1.935205 -1.355772 0.138 0.513 0.703
C -0.137189 -3.054600 -1.608826 -0.069 -0.230 0.101
N -0.559266 -3.730116 -2.645999 -0.160 0.205 0.045
C -2.290266 -2.795214 -5.497928 0.139 -0.334 -0.143
C -2.127570 -3.614865 -6.609240 -0.081 0.055 -0.128
C -2.067242 -3.071597 -7.887610 -0.062 0.150 0.124
C -2.129822 -1.695785 -8.050522 0.069 -0.184 0.041
C -2.236782 -0.876062 -6.928861 0.145 0.072 -0.395
C -2.336306 -1.425678 -5.667401 -0.114 0.261 0.379
C -2.217714 0.571752 -7.134186 -0.183 0.021 -0.299
N -2.760274 1.226110 -8.100526 -0.032 0.242 0.103
N -2.422085 2.565271 -7.899296 0.039 -0.190 -0.053
C -1.689917 2.594624 -6.840075 -0.189 0.218 -0.233
O -1.526851 1.370094 -6.294966 0.247 -0.167 0.296
C -1.038948 3.751709 -6.223525 -0.078 0.069 0.068
C -1.760958 4.928214 -6.043395 0.026 0.026 -0.011
C -1.164498 6.001695 -5.406582 0.010 -0.038 -0.056
C 0.155796 5.912458 -4.981046 -0.029 0.035 -0.057
C 0.890927 4.757530 -5.206110 -0.036 0.054 0.079
C 2.349180 4.687760 -4.835387 -0.015 -0.097 0.037
N 2.667954 3.552382 -3.982663 0.018 0.088 -0.027
C 2.335931 3.324128 -2.703297 -0.045 -0.013 -0.058
N 2.782650 2.149151 -2.316384 0.031 -0.135 0.034
C 3.396299 1.681327 -3.435110 0.021 0.031 -0.020
N 3.356653 2.495881 -4.470319 -0.096 -0.037 0.223
C 0.280678 3.667520 -5.809558 0.029 -0.135 -0.103
H -3.502327 -3.284237 -3.795941 -0.029 -0.010 0.005
H -2.316550 -4.508552 -4.245020 -0.006 -0.052 0.113
H -2.542413 -1.189862 -2.472776 0.076 0.014 0.024
H 0.686034 -3.368228 -0.995991 -0.028 0.002 -0.004
H -2.073185 -4.689771 -6.478308 0.012 0.028 0.005
H -1.969395 -3.719608 -8.748461 0.022 0.018 0.007
H -2.076266 -1.239827 -9.030049 0.010 -0.025 0.010
H -2.482359 -0.765242 -4.817635 0.106 -0.030 -0.036
H -2.789166 4.975850 -6.377528 0.029 -0.008 0.039
H -1.728800 6.908185 -5.231294 0.003 -0.012 -0.004
H 0.618365 6.754984 -4.478464 0.006 -0.011 -0.027
H 2.661596 5.610003 -4.347244 0.028 0.004 0.046
H 2.954141 4.549528 -5.728645 0.083 0.037 0.001
H 1.775560 4.020605 -2.097517 -0.005 0.010 -0.088
H 3.886588 0.721700 -3.482502 -0.051 0.030 -0.025
H 0.844478 2.755058 -5.978972 -0.022 0.000 0.066
Cl -4.076452 -1.477165 2.131593 0.053 0.352 0.160
Si -3.307732 -0.830389 0.284951 -0.430 -1.214 -0.133
Cl -4.790750 0.268124 -0.658110 0.210 0.289 0.017
Cl -3.902546 -2.790350 -0.638697 0.077 0.258 -0.014
C -2.221532 -4.927047 3.188207 -0.023 0.077 -0.003
N -1.414717 -3.766964 2.838989 0.061 -0.174 0.113
C -0.591257 -3.048971 3.680670 -0.066 -0.033 -0.043
C -0.142502 -1.993859 2.959042 -0.014 -0.095 -0.072
N -0.683378 -2.061197 1.688397 0.180 0.678 0.277
C -1.442771 -3.136331 1.662381 0.064 -0.151 -0.148
H -1.745822 -5.462288 4.005126 0.037 -0.012 -0.013
H -2.305585 -5.585983 2.328135 0.031 -0.002 -0.017
H -3.218578 -4.612995 3.492201 -0.006 0.033 0.015
H -0.395549 -3.351530 4.694716 -0.039 -0.021 -0.037
H 0.529193 -1.208496 3.256130 -0.028 0.043 -0.017
H -2.020449 -3.473823 0.815945 -0.025 0.001 0.056
O -1.253238 1.476091 -0.428290 -0.026 0.350 -0.262
N -0.792292 0.672304 -1.428911 0.180 1.072 -0.597
C -0.844588 1.017033 -2.739035 0.263 -0.010 -0.051
C -1.622189 2.112301 -3.172446 0.049 -0.059 0.073
N -2.264697 3.008064 -3.520556 -0.012 -0.064 0.107
C -0.055644 0.252110 -3.633059 0.001 0.232 0.152
N 0.603460 -0.400078 -4.322901 -0.058 -0.056 -0.029

***

4.
9
Properties=species:S:1:pos:R:3:forces:R:3 method="wB97M-V/def2-TZVPD" total_charge=-1 homo_ha=-0.179 lumo_ev=3.8999 energy_ev=-20111.0408 relative_energy_ev=1.585
C 0.786655 -0.101145 0.343826 0.034 -3.018 -0.431
O -3.458132 0.822901 -0.201838 -1.698 1.405 -0.180
O -3.157225 -1.639033 0.118825 1.566 0.907 -1.159
O 1.794956 0.164158 -0.290582 -1.136 0.563 0.899
O -1.237118 0.014756 -0.765817 -2.710 -0.644 2.334
S -2.408599 -0.002933 0.311483 2.911 -1.499 -2.274
H 0.190487 0.524573 1.052266 0.804 0.152 -0.504
H 0.402210 -1.236136 0.322186 0.716 2.138 0.303
H -2.820334 -1.822193 -0.797991 -0.486 -0.004 1.012